Entry i
The following is a quantum chemistry calculation of a gas-phase ion, C5H11N2O3 (charge +1), from the OMol25 dataset.

Properties
**Spin multiplicity**: 1
**LUMO**: -5.6 eV
**Gap between HOMO and LUMO**: 9.36 eV
**Net charge**: +1

Atoms and positions in Å:
C1 1.9568 0.5789 0.7759
C2 0.6332 0.7605 0.0042
O1 0.6890 0.5224 -1.4363
O2 -0.1063 1.9379 0.2395
C3 -0.2873 -0.5483 0.3233
C4 -1.6772 -0.4689 -0.1854
C5 0.3759 -1.8576 0.1080
N1 -0.3917 -0.7036 1.7274
N2 -1.2126 -0.6204 2.5073
O3 -1.9550 -0.5826 3.3532
H1 1.8525 0.8828 1.7712
H2 2.7013 1.1411 0.2013
H3 2.2192 -0.4493 0.6635
H4 1.3247 1.0804 -1.9462
H5 0.2287 2.8315 0.0486
H6 -2.2803 -1.4100 -0.0766
H7 -1.7393 -0.1644 -1.2701
H8 -2.2101 0.3277 0.2940
H9 0.8688 -1.9403 -0.9072
H10 -0.1893 -2.7718 0.4427
H11 1.2870 -1.8503 0.6788

Atomic partial charges in e from the natural (NBO) method, atoms 1 to 6: number 1, C, carries -0.664; number 2, C, carries 0.568; number 3, O, carries -0.746; number 4, O, carries -0.752; number 5, C, carries 0.072; number 6, C, carries -0.656


Entry ii
The following is a quantum chemistry calculation of a gas-phase ion, C5H11N2O3 (charge +1), from the OMol25 dataset.

Properties
**Spin multiplicity**: 1
**LUMO**: -4.4 eV
**Gap between HOMO and LUMO**: 9.02 eV
**Net charge**: +1

Atoms and positions in Å:
C1 2.4805 -0.6675 0.5150
C2 1.2568 0.0747 0.2450
C3 1.2462 1.3946 -0.4683
N1 0.1439 -0.5052 0.5738
O1 -0.0464 -1.6718 0.8890
N2 -1.2914 0.3592 0.2786
O2 -1.2355 1.6483 0.7966
C4 -2.4639 -0.1586 0.0088
C5 -2.6044 -1.5013 -0.5587
O3 -3.5858 0.5305 0.1716
H1 2.6233 -0.9635 1.5710
H2 3.2929 -0.0958 0.3392
H3 2.5749 -1.5457 -0.0180
H4 0.1993 1.6393 -0.9043
H5 2.1328 1.2123 -1.2239
H6 1.5440 2.3428 0.0393
H7 -1.5004 1.5479 1.7235
H8 -2.3252 -1.7761 -1.5788
H9 -3.6212 -1.6733 -0.6721
H10 -1.9728 -2.2309 0.2065
H11 -3.5173 1.2189 0.8388

Atomic partial charges in e from the natural (NBO) method, atoms 1 to 6: number 1, C, carries -0.662; number 2, C, carries 0.277; number 3, C, carries -0.676; number 4, N, carries 0.241; number 5, O, carries -0.396; number 6, N, carries -0.056


Relative energy table, unit hartree: entry i 0.0000; entry ii 0.0413


Entry i
The following is a quantum chemistry calculation of 2 unconnected molecules or ions with the total composition CH6S3, from the OMol25 dataset.

Properties
**Spin multiplicity**: 1
**LUMO**: 0.1 eV
**Gap between HOMO and LUMO**: 8.82 eV

Atoms and positions in Å:
C1 1.2835 -0.6888 0.6086
S1 2.4100 0.1529 -0.5534
H1 0.4671 -1.0948 -0.0530
H2 1.9374 -1.3861 0.9699
H3 0.7498 -0.0712 1.2902
H4 1.6778 1.1256 -0.9069
S2 -1.6398 1.2276 -0.8729
S3 -2.5575 -0.2814 0.2659
H5 -1.2656 0.3324 -1.9602
H6 -3.0628 0.6838 1.2118

Atomic partial charges in e from the natural (NBO) method, atoms 1 to 6: number 1, C, carries -0.702; number 2, S, carries -0.053; number 3, H, carries 0.209; number 4, H, carries 0.216; number 5, H, carries 0.222; number 6, H, carries 0.102


Entry ii
The following is a quantum chemistry calculation of 2 unconnected molecules or ions with the total composition CH6S3, from the OMol25 dataset.

Properties
**Spin multiplicity**: 1
**LUMO**: 0.4 eV
**Gap between HOMO and LUMO**: 8.96 eV

Atoms and positions in Å:
C1 0.7669 -1.0414 0.2931
S1 2.4031 -0.2215 -0.0747
S2 2.1738 1.8749 0.1060
H1 1.0182 -1.9954 0.7084
H2 0.2951 -1.3258 -0.6664
H3 0.3012 -0.3353 0.9908
H4 1.6440 2.1675 1.3729
S3 -2.5068 0.6543 -1.1773
H5 -2.8599 0.6267 0.0291
H6 -3.2356 -0.4039 -1.5819

Atomic partial charges in e from the natural (NBO) method, atoms 1 to 6: number 1, C, carries -0.717; number 2, S, carries 0.061; number 3, S, carries -0.163; number 4, H, carries 0.222; number 5, H, carries 0.230; number 6, H, carries 0.235


Entry iii
The following is a quantum chemistry calculation of 2 unconnected molecules or ions with the total composition CH6S3, from the OMol25 dataset.

Properties
**Spin multiplicity**: 1
**LUMO**: 0.3 eV
**Gap between HOMO and LUMO**: 8.63 eV

Atoms and positions in Å:
C1 -0.3661 -1.8818 -0.7808
S1 -1.3957 -0.5941 0.3056
S2 -2.1968 0.4314 -1.3728
H1 -0.6008 -1.8393 -1.9835
H2 0.7093 -1.8508 -0.4851
H3 -0.7378 -2.9134 -0.3937
H4 -1.2591 -0.1013 -2.1718
S3 3.5027 1.1290 1.4398
H5 2.3625 1.6702 1.0505
H6 3.1595 0.8637 2.7068

Atomic partial charges in e from the natural (NBO) method, atoms 1 to 6: number 1, C, carries -0.710; number 2, S, carries 0.027; number 3, S, carries -0.134; number 4, H, carries 0.232; number 5, H, carries 0.231; number 6, H, carries 0.229


Relative energy table, unit hartree: entry i 0.0122; entry ii 0.0000; entry iii 0.0197